Computed, not measured: C36H41N5SeV as an isolated structure, with the ωB97M-V functional and the def2-TZVPD basis.

Calculated values
- Energy above the lowest of the compared OMol25 structures with the same formula, charge and spin: 34.2 kcal per mole
- Orbital gap (spin up / spin down): 0.1601 / 0.1368 Ha
- Molar mass: 673.7 g/mol
- HOMO energy (spin up / spin down): -2.00 / -1.36 eV

```
! RIJCOSX wB97M-V def2-TZVPD def2/J DEFGRID3
* xyz -1 3
V -0.130 -0.002 0.160
N -4.395 1.193 -0.411
N 0.253 2.474 -1.355
C 1.213 -1.594 0.101
C 0.300 -1.626 -1.021
C -1.020 -1.763 -0.485
C -2.289 -1.903 -1.264
H -2.090 -1.924 -2.338
H -2.950 -0.962 -1.075
H -2.897 -2.752 -0.948
C -0.932 -1.828 0.941
C -2.030 -2.344 1.819
H -2.261 -3.393 1.561
H -2.961 -1.779 1.693
H -1.758 -2.320 2.882
C 0.445 -1.693 1.305
C 0.976 -1.850 2.690
H 0.458 -1.174 3.386
H 2.046 -1.623 2.729
H 0.836 -2.879 3.055
C 0.660 -1.517 -2.460
H 0.742 -2.502 -2.941
H 1.627 -1.011 -2.576
H -0.093 -0.936 -3.009
C 2.698 -1.581 0.016
H 3.130 -1.125 0.916
H 3.031 -0.994 -0.849
H 3.119 -2.594 -0.085
C -5.327 2.043 0.001
H -6.380 1.689 -0.033
C -5.001 3.331 0.515
H -5.816 3.961 0.930
C -3.645 3.731 0.474
H -3.385 4.757 0.834
C -2.675 2.808 0.013
H -1.647 3.122 -0.199
C -3.082 1.476 -0.273
C -2.384 0.261 -0.708
H -2.061 0.531 -1.718
C 1.207 1.744 -0.803
C 0.652 3.046 -2.509
H -0.173 3.433 -3.127
C 1.975 2.937 -2.574
H 2.640 3.452 -3.300
N 2.354 2.197 -1.465
C 3.619 1.742 -1.180
C 4.357 1.243 -2.258
C 5.636 0.765 -1.963
H 6.259 0.398 -2.789
C 6.096 0.772 -0.642
C 7.495 0.352 -0.365
H 7.557 -0.112 0.622
H 8.161 1.223 -0.382
H 7.824 -0.349 -1.135
C 5.289 1.211 0.423
H 5.664 1.209 1.456
C 4.002 1.682 0.168
C 3.100 2.118 1.286
H 2.524 3.026 1.069
H 3.718 2.328 2.170
H 2.380 1.341 1.602
C 3.755 1.132 -3.625
H 3.515 2.100 -4.083
H 2.843 0.509 -3.662
H 4.491 0.660 -4.281
C -1.897 1.306 5.336
N -2.787 0.829 4.290
C -2.472 0.693 2.976
Se -0.754 1.091 2.290
N -3.626 0.263 2.360
C -4.664 0.127 3.293
C -5.863 -0.536 3.173
C -6.587 -0.733 4.355
C -6.053 -0.353 5.611
C -4.795 0.248 5.705
C -4.134 0.506 4.520
H -0.952 0.751 5.329
H -2.416 1.143 6.281
H -1.690 2.377 5.218
H -3.753 0.109 1.375
H -6.183 -0.885 2.183
H -7.572 -1.197 4.326
H -6.633 -0.547 6.513
H -4.316 0.496 6.662
*
```

***

Computed, not measured: one molecule with the formula C5H9NOS2, with the ωB97M-V functional and the def2-TZVPD basis.

Calculated values
- Energy above the lowest of the compared OMol25 structures with the same formula, charge and spin: 53.5 kcal per mole
- Orbital gap: 0.2931 Ha
- Molar mass: 163.3 g/mol
- HOMO energy: -8.65 eV

```
! RIJCOSX wB97M-V def2-TZVPD def2/J DEFGRID3
* xyz 0 1
C -2.254 -0.179 -0.160
C 0.371 -1.429 0.758
C 0.119 -0.136 0.071
C 0.574 2.334 -0.073
C 1.107 0.945 0.555
N 0.724 -2.785 -1.371
O -1.205 0.440 0.256
S -3.669 0.514 -0.297
S 0.524 -2.959 0.180
H 0.082 -1.314 1.881
H 0.265 -0.314 -1.070
H 0.090 2.807 0.793
H -0.202 2.089 -0.785
H 1.410 2.986 -0.355
H 1.149 1.089 1.630
H 2.169 0.790 0.187
H 0.847 -3.622 -1.824
H -2.100 -1.255 -0.376
*
```

***

Computed, not measured: one molecule with the formula C22H24N4O6S, with the ωB97M-V functional and the def2-TZVPD basis.

Calculated values
- Energy above the lowest of the compared OMol25 structures with the same formula, charge and spin: 5.1 kcal per mole
- Orbital gap: 0.3052 Ha
- Molar mass: 472.5 g/mol
- HOMO energy: -8.21 eV

```
! RIJCOSX wB97M-V def2-TZVPD def2/J DEFGRID3
* xyz 0 1
C 1.405 5.926 -1.579
H 0.341 5.676 -1.649
O 1.996 5.363 -0.434
C 2.036 4.006 -0.324
C 1.498 3.110 -1.240
C 1.595 1.746 -1.021
C 2.247 1.239 0.097
C 2.771 2.142 1.023
C 2.663 3.500 0.815
H 3.069 4.198 1.529
H 3.261 1.789 1.915
N 2.334 -0.148 0.284
S 2.482 -1.133 -1.052
O 3.175 -0.424 -2.089
O 3.004 -2.397 -0.647
C 0.784 -1.440 -1.601
C 0.311 -1.363 -2.868
N -0.990 -1.712 -3.111
C -1.887 -2.165 -2.157
O -3.028 -2.436 -2.429
N -1.349 -2.267 -0.904
C -0.048 -1.952 -0.531
O 0.309 -2.098 0.614
H -1.967 -2.582 -0.155
H -1.349 -1.655 -4.056
C 1.081 -0.919 -4.060
H 0.550 -0.120 -4.575
H 1.191 -1.753 -4.753
H 2.068 -0.575 -3.764
C 2.672 -0.699 1.574
C 1.671 -0.401 2.694
O 1.939 -0.647 3.850
N 0.518 0.167 2.296
H 0.349 0.243 1.306
C -0.655 0.255 3.146
C -1.751 -0.588 2.552
C -2.667 -0.030 1.667
C -3.618 -0.818 1.047
C -3.673 -2.189 1.284
C -2.754 -2.742 2.171
C -1.804 -1.952 2.797
H -1.091 -2.398 3.472
H -2.781 -3.803 2.374
C -4.694 -3.034 0.584
H -4.616 -4.074 0.888
H -5.698 -2.680 0.813
H -4.561 -2.972 -0.497
H -4.327 -0.373 0.362
H -2.637 1.032 1.466
H -0.357 -0.107 4.133
H -0.967 1.302 3.222
H 3.672 -0.395 1.903
H 2.685 -1.784 1.447
H 1.167 1.067 -1.740
H 0.994 3.456 -2.128
H 1.513 7.004 -1.466
H 1.915 5.606 -2.494
*
```

***

Computed, not measured: AgH10O5 as an isolated structure, with the ωB97M-V functional and the def2-TZVPD basis.

Calculated values
- Energy above the lowest of the compared OMol25 structures with the same formula, charge and spin: 9.5 kcal per mole
- Orbital gap: 0.3910 Ha
- Molar mass: 197.9 g/mol
- HOMO energy: -14.38 eV

```
! RIJCOSX wB97M-V def2-TZVPD def2/J DEFGRID3
* xyz 1 1
Ag -0.102 0.732 0.267
O 0.965 -1.011 -1.681
H 0.998 -0.713 -2.582
H 0.288 -1.648 -1.767
O -1.903 1.092 2.023
H -2.367 1.487 2.734
H -2.664 1.058 1.415
O 2.249 0.398 0.484
H 2.604 -0.170 1.223
H 2.508 -0.112 -0.284
O -0.068 -1.310 1.638
H 0.294 -1.966 1.021
H 0.307 -1.663 2.458
O -0.836 1.385 -2.002
H -0.681 0.628 -2.491
H -1.586 1.819 -2.451
*
```

***

Computed, not measured: one molecule with the formula C3H4N2O, with the ωB97M-V functional and the def2-TZVPD basis.

Calculated values
- Energy above the lowest of the compared OMol25 structures with the same formula, charge and spin: 88.7 kcal per mole
- Orbital gap: 0.3340 Ha
- Molar mass: 84.1 g/mol
- HOMO energy: -8.23 eV

```
! RIJCOSX wB97M-V def2-TZVPD def2/J DEFGRID3
* xyz 0 1
N 1.743 -0.116 -0.029
C 0.538 0.447 0.161
C -0.342 1.385 0.256
N -0.768 -0.043 0.589
C -1.417 -0.828 -0.371
O -0.835 -1.483 -1.209
H 1.740 -1.118 -0.141
H 2.553 0.291 0.412
H -0.703 2.354 0.551
H -2.509 -0.888 -0.219
*
```

***

Please write out number 5 again, unchanged.
Computed, not measured: one molecule with the formula C3H4N2O, with the ωB97M-V functional and the def2-TZVPD basis.

Calculated values
- Energy above the lowest of the compared OMol25 structures with the same formula, charge and spin: 88.7 kcal per mole
- Orbital gap: 0.3340 Ha
- Molar mass: 84.1 g/mol
- HOMO energy: -8.23 eV

```
! RIJCOSX wB97M-V def2-TZVPD def2/J DEFGRID3
* xyz 0 1
N 1.743 -0.116 -0.029
C 0.538 0.447 0.161
C -0.342 1.385 0.256
N -0.768 -0.043 0.589
C -1.417 -0.828 -0.371
O -0.835 -1.483 -1.209
H 1.740 -1.118 -0.141
H 2.553 0.291 0.412
H -0.703 2.354 0.551
H -2.509 -0.888 -0.219
*
```

***

Which value of energy above the lowest of the compared OMol25 structures with the same formula, charge and spin does entry 5 give?
88.7 kcal per mole

***

Which value of molar mass does entry 1 give?
673.7 g/mol

***

Please write out number 4 again, unchanged.
Computed, not measured: AgH10O5 as an isolated structure, with the ωB97M-V functional and the def2-TZVPD basis.

Calculated values
- Energy above the lowest of the compared OMol25 structures with the same formula, charge and spin: 9.5 kcal per mole
- Orbital gap: 0.3910 Ha
- Molar mass: 197.9 g/mol
- HOMO energy: -14.38 eV

```
! RIJCOSX wB97M-V def2-TZVPD def2/J DEFGRID3
* xyz 1 1
Ag -0.102 0.732 0.267
O 0.965 -1.011 -1.681
H 0.998 -0.713 -2.582
H 0.288 -1.648 -1.767
O -1.903 1.092 2.023
H -2.367 1.487 2.734
H -2.664 1.058 1.415
O 2.249 0.398 0.484
H 2.604 -0.170 1.223
H 2.508 -0.112 -0.284
O -0.068 -1.310 1.638
H 0.294 -1.966 1.021
H 0.307 -1.663 2.458
O -0.836 1.385 -2.002
H -0.681 0.628 -2.491
H -1.586 1.819 -2.451
*
```